Record 1
{
  "formula": "C23H22F4N6SZn",
  "method": "ωB97M-V with the def2-TZVPD basis set",
  "elements": ["Zn", "C", "N", "C", "C", "C", "N", "C", "C", "F", "C", "F", "C", "C", "F", "C", "F", "H", "H", "H", "H", "H", "H", "H", "H", "H", "H", "H", "N", "C", "S", "N", "N", "C", "C", "C", "C", "C", "C", "C", "C", "C", "C", "C", "C", "N", "H", "H", "H", "H", "H", "H", "H", "H", "H", "H", "H"],
  "positions_angstrom": [[-0.8051, 0.5940, 0.2173], [1.1146, -0.2448, 2.7561], [1.1650, 0.6404, 1.5913], [2.4841, 0.5269, 0.9710], [0.9272, 2.0365, 1.9845], [-0.5077, 2.2775, 2.5056], [-1.4016, 1.2486, 2.0026], [-2.4552, 0.8692, 2.7489], [-2.9206, -0.4651, 2.6795], [-2.1795, -1.3283, 1.9414], [-4.0092, -0.9398, 3.3654], [-4.3654, -2.2282, 3.2188], [-4.7182, -0.1224, 4.2251], [-4.2625, 1.1744, 4.3618], [-4.9228, 2.0055, 5.1819], [-3.1755, 1.6645, 3.6674], [-2.8549, 2.9642, 3.8292], [1.8930, 0.0210, 3.4844], [0.1418, -0.1813, 3.2370], [1.2676, -1.2763, 2.4360], [3.2807, 0.8246, 1.6670], [2.6572, -0.5077, 0.6699], [2.5398, 1.1685, 0.0922], [1.6545, 2.3457, 2.7488], [1.0972, 2.6503, 1.0986], [-0.5017, 2.2634, 3.5983], [-0.8141, 3.2807, 2.1951], [-5.5833, -0.4711, 4.7679], [1.1157, 3.9274, -1.7749], [0.4515, 2.7726, -1.5306], [-1.1209, 2.8657, -0.8569], [1.1218, 1.6694, -1.8273], [0.5163, 0.5526, -1.4315], [0.7642, -0.5789, -1.9889], [1.7678, -0.7613, -3.0640], [1.4070, -1.3019, -4.2971], [2.3526, -1.4569, -5.2988], [3.6695, -1.0815, -5.0782], [4.0345, -0.5376, -3.8550], [3.0888, -0.3693, -2.8577], [-0.1266, -1.6769, -1.5764], [0.1160, -3.0012, -1.9385], [-0.8332, -3.9661, -1.6525], [-2.0109, -3.5852, -1.0312], [-2.1562, -2.2617, -0.6539], [-1.2320, -1.3341, -0.8869], [0.5807, 4.7760, -1.7872], [1.9485, 3.8780, -2.3405], [0.3782, -1.5867, -4.4804], [2.0602, -1.8691, -6.2561], [4.4071, -1.2084, -5.8599], [5.0592, -0.2367, -3.6782], [3.3665, 0.0687, -1.9090], [1.0361, -3.2554, -2.4430], [-0.6610, -4.9992, -1.9239], [-2.7955, -4.2976, -0.8201], [-3.0515, -1.9357, -0.1445]],
  "atomic_forces_ev_per_a": [[-0.102, 0.346, 0.043], [-0.126, -0.049, -0.011], [0.153, 0.016, -0.031], [-0.006, 0.044, -0.038], [-0.133, 0.067, -0.030], [-0.012, -0.111, 0.027], [-0.009, -0.276, -0.330], [-0.261, -0.134, 0.277], [0.218, 0.205, -0.010], [-0.050, -0.134, -0.122], [-0.048, 0.149, 0.082], [0.023, -0.059, -0.030], [-0.041, 0.000, 0.034], [-0.030, -0.120, -0.007], [-0.005, 0.103, 0.046], [0.043, -0.051, -0.156], [0.007, 0.056, -0.036], [0.019, -0.002, -0.015], [-0.010, 0.031, -0.025], [0.039, 0.007, 0.005], [-0.013, -0.039, 0.028], [0.002, 0.001, -0.007], [-0.014, -0.012, 0.012], [0.010, 0.008, -0.006], [0.047, 0.000, -0.001], [0.005, -0.024, 0.034], [0.063, 0.033, 0.055], [0.014, -0.020, -0.010], [0.065, 0.034, -0.149], [-0.152, -0.060, 0.227], [-0.070, -0.172, 0.068], [0.644, 0.241, -0.308], [-0.416, -0.363, 0.014], [0.168, 0.413, 0.002], [0.062, -0.052, -0.113], [-0.015, 0.045, 0.075], [0.023, -0.016, -0.056], [-0.026, -0.006, -0.013], [0.035, 0.018, 0.016], [-0.050, -0.070, 0.049], [-0.137, -0.426, 0.066], [0.005, 0.169, -0.007], [-0.061, 0.055, 0.039], [0.034, -0.078, -0.045], [-0.083, -0.033, 0.061], [0.179, 0.208, 0.211], [-0.017, 0.041, 0.014], [-0.024, -0.043, 0.025], [-0.011, -0.016, 0.018], [-0.009, 0.002, 0.010], [0.002, 0.004, 0.005], [-0.004, -0.003, -0.005], [0.015, 0.016, -0.005], [0.014, 0.007, -0.032], [0.006, -0.002, -0.004], [-0.009, 0.027, 0.003], [0.047, 0.024, 0.055]],
  "lowdin_charge": [0.6604, -0.0752, -0.3024, -0.1046, -0.1991, -0.2366, -0.1143, -0.1978, -0.1569, 0.0361, -0.2321, 0.0795, 0.0476, -0.2266, 0.0870, -0.1446, 0.0806, 0.0946, 0.0777, 0.0907, 0.0937, 0.0871, 0.0608, 0.1243, 0.0876, 0.1162, 0.0972, 0.1294, 0.0731, -0.8972, 0.6349, -0.0059, -0.0569, -0.1812, -0.1790, -0.0378, -0.0774, -0.0852, -0.0728, -0.0280, -0.1966, -0.0029, -0.0409, -0.0402, -0.1108, 0.0780, 0.0780, 0.0981, 0.1206, 0.1039, 0.1026, 0.1044, 0.0995, 0.1188, 0.1138, 0.1110, 0.1156],
  "homo_lumo_gap_ev": 6.5,
  "charge": 0,
  "homo_ha": -0.261
}

=====

Record 2
{
  "formula": "C23H22F6N2O4RuS2",
  "method": "ωB97M-V with the def2-TZVPD basis set",
  "elements": ["Ru", "C", "C", "C", "C", "C", "C", "C", "C", "C", "H", "H", "H", "H", "H", "H", "H", "H", "H", "H", "H", "H", "N", "C", "C", "C", "C", "C", "C", "C", "C", "C", "C", "C", "C", "H", "H", "H", "H", "H", "H", "H", "H", "H", "H", "F", "C", "F", "F", "S", "O", "O", "N", "S", "O", "O", "C", "F", "F", "F"],
  "positions_angstrom": [[0.2311, 0.0175, -0.6203], [-1.6825, -2.6596, -2.5058], [-1.4684, -1.1725, -2.4334], [-0.5145, -0.5424, -3.2333], [-0.3349, 0.8453, -3.2042], [0.6404, 1.5173, -4.1289], [-1.1412, 1.6033, -2.3499], [-2.1165, 1.0124, -1.5408], [-3.0393, 1.8543, -0.7086], [-2.2296, -0.3815, -1.5626], [-1.7297, -2.9853, -3.5456], [-2.6083, -2.9492, -2.0111], [-0.8573, -3.1919, -2.0359], [0.0827, -1.1403, -3.9112], [0.1675, 1.6636, -5.1028], [1.5318, 0.9133, -4.2838], [0.9365, 2.4974, -3.7560], [-1.0517, 2.6848, -2.3563], [-3.8174, 2.2782, -1.3491], [-2.5042, 2.6824, -0.2401], [-3.5223, 1.2658, 0.0729], [-2.9866, -0.8523, -0.9471], [-0.9322, -1.2153, 1.1654], [-1.7857, -0.5855, 2.1283], [-2.9629, -1.2028, 2.5154], [-3.7734, -0.6256, 3.4820], [-3.3962, 0.5668, 4.0766], [-2.2248, 1.1878, 3.6733], [-1.4153, 0.6319, 2.6861], [-0.2294, 1.3790, 2.1861], [0.7171, 1.9335, 3.0359], [1.7845, 2.6828, 2.5302], [1.9005, 2.9326, 1.1760], [0.9339, 2.4201, 0.3079], [-0.0659, 1.6025, 0.8231], [-1.2599, -2.1308, 0.8905], [0.0175, -1.3213, 1.5253], [-3.2333, -2.1588, 2.0741], [-4.6898, -1.1183, 3.7814], [-4.0180, 1.0198, 4.8387], [-1.9459, 2.1439, 4.1023], [0.6345, 1.7546, 4.1028], [2.5229, 3.0864, 3.2127], [2.7074, 3.5431, 0.7918], [0.9587, 2.7103, -0.7384], [2.4974, -0.8369, -2.6696], [3.0339, -2.0409, -2.4016], [2.8168, -2.8312, -3.4437], [4.3235, -1.8889, -2.2003], [2.2427, -2.8438, -0.9044], [0.9117, -2.2045, -0.7688], [2.2570, -4.2249, -1.2210], [3.1768, -2.4747, 0.3013], [2.8986, -1.0544, 0.9423], [1.8866, -1.0560, 1.9720], [2.7311, -0.0055, -0.0671], [4.4858, -0.7478, 1.8097], [4.3861, 0.4558, 2.3527], [5.4811, -0.7793, 0.9429], [4.6409, -1.6644, 2.7421]],
  "atomic_forces_ev_per_a": [[-0.052, -0.153, 0.088], [-0.008, 0.116, -0.054], [-0.176, -0.220, 0.097], [0.238, -0.075, 0.018], [0.163, 0.046, -0.086], [-0.019, -0.006, 0.029], [-0.132, 0.198, 0.001], [-0.091, 0.070, 0.108], [0.026, 0.006, 0.061], [-0.271, -0.010, -0.157], [-0.016, 0.021, 0.021], [0.001, 0.020, -0.017], [0.049, -0.012, 0.020], [0.043, 0.002, 0.014], [0.005, -0.001, 0.017], [0.009, -0.022, 0.008], [-0.007, -0.027, 0.000], [0.074, -0.035, 0.058], [0.024, -0.029, 0.036], [-0.027, -0.056, -0.039], [0.044, 0.028, -0.042], [0.035, -0.012, 0.063], [0.422, 0.445, -0.197], [0.025, -0.268, -0.237], [-0.154, -0.189, -0.033], [-0.048, -0.103, -0.019], [0.000, 0.059, 0.016], [0.040, 0.117, -0.001], [0.194, 0.297, -0.002], [-0.091, -0.017, 0.221], [0.050, 0.043, 0.073], [-0.037, -0.054, 0.046], [0.018, 0.035, 0.126], [-0.125, 0.071, -0.066], [0.074, -0.055, -0.274], [-0.090, -0.104, -0.057], [-0.028, -0.203, 0.340], [0.001, 0.074, 0.064], [0.040, 0.005, -0.027], [0.047, -0.022, -0.043], [0.009, -0.051, -0.014], [0.038, 0.032, -0.050], [-0.053, -0.026, -0.013], [-0.029, -0.004, 0.006], [0.035, -0.042, -0.061], [-0.075, -0.065, -0.025], [-0.239, -0.028, -0.016], [0.045, 0.149, -0.039], [0.156, -0.047, -0.051], [0.115, 0.040, 0.012], [0.155, 0.080, -0.193], [-0.099, -0.034, 0.218], [-0.255, 0.217, -0.028], [-0.341, -0.161, 0.054], [0.137, -0.031, -0.079], [-0.112, -0.135, 0.094], [-0.144, -0.051, -0.309], [0.153, 0.141, 0.147], [0.095, 0.023, 0.107], [0.159, 0.014, 0.065]],
  "lowdin_charge": [1.4623, -0.0123, -0.2830, -0.0338, -0.2854, -0.0157, -0.0532, -0.2972, -0.0173, -0.0507, 0.1006, 0.0905, 0.0731, 0.1385, 0.1045, 0.0798, 0.0885, 0.1385, 0.1021, 0.0870, 0.0862, 0.1288, 0.0708, -0.2451, -0.0255, -0.0637, -0.0619, -0.0120, -0.1340, -0.1982, 0.0011, -0.0401, -0.0609, -0.1381, -0.1436, 0.1046, 0.0500, 0.1183, 0.1136, 0.1135, 0.1241, 0.1325, 0.1206, 0.1206, 0.0946, 0.0927, -0.6632, 0.1594, 0.1778, 0.6424, -0.4265, -0.2139, -0.2678, 0.6393, -0.2820, -0.3540, -0.7023, 0.1626, 0.1778, 0.1845],
  "homo_lumo_gap_ev": [8.7, 6.6],
  "charge": 1,
  "homo_ha": [-0.418, -0.429],
  "multiplicity": 6,
  "s_squared": 8.77,
  "e_above_lowest_kj_mol": 95.6
}